{"formula": "C66H124F5N9O9", "method": "ωB97M-V with the def2-TZVPD basis set", "species": ["F", "F", "F", "F", "F", "O", "O", "O", "O", "O", "O", "O", "O", "O", "N", "N", "N", "N", "N", "N", "N", "N", "N", "C", "C", "C", "C", "C", "C", "C", "C", "C", "C", "C", "C", "C", "C", "C", "C", "C", "C", "C", "C", "C", "C", "C", "C", "C", "C", "C", "C", "C", "C", "C", "C", "C", "C", "C", "C", "C", "C", "C", "C", "C", "C", "C", "C", "C", "C", "C", "C", "C", "C", "C", "C", "C", "C", "C", "C", "C", "C", "C", "C", "C", "C", "C", "C", "C", "C", "H", "H", "H", "H", "H", "H", "H", "H", "H", "H", "H", "H", "H", "H", "H", "H", "H", "H", "H", "H", "H", "H", "H", "H", "H", "H", "H", "H", "H", "H", "H", "H", "H", "H", "H", "H", "H", "H", "H", "H", "H", "H", "H", "H", "H", "H", "H", "H", "H", "H", "H", "H", "H", "H", "H", "H", "H", "H", "H", "H", "H", "H", "H", "H", "H", "H", "H", "H", "H", "H", "H", "H", "H", "H", "H", "H", "H", "H", "H", "H", "H", "H", "H", "H", "H", "H", "H", "H", "H", "H", "H", "H", "H", "H", "H", "H", "H", "H", "H", "H", "H", "H", "H", "H", "H", "H", "H", "H", "H", "H", "H", "H", "H", "H", "H", "H", "H", "H", "H", "H", "H", "H", "H", "H"], "positions_angstrom": [[14.38037, 11.91089, 20.96052], [7.64681, 16.82519, 13.52998], [9.14842, 9.49856, 15.03834], [12.27967, 13.57271, 9.40956], [10.86823, 18.79669, 15.17202], [15.84323, 22.11938, 20.20962], [15.33817, 14.46380, 12.91230], [18.54879, 16.51375, 15.29975], [18.58688, 13.03320, 21.74839], [10.22482, 11.98991, 19.56787], [15.68982, 9.39715, 17.06406], [9.41763, 17.90251, 19.72517], [14.95276, 17.45032, 21.83856], [11.84592, 15.38690, 16.89203], [12.33542, 18.96169, 21.65607], [16.88377, 12.71164, 16.03018], [14.92981, 11.61697, 13.14092], [14.06336, 19.39524, 18.53031], [16.50708, 13.72210, 18.86040], [15.99535, 19.69173, 23.28481], [17.70274, 18.03500, 17.65195], [13.62710, 13.27670, 15.78800], [11.48143, 9.64129, 19.67458], [11.70908, 18.76015, 14.09512], [7.74039, 15.68346, 14.30969], [14.91976, 16.53003, 20.78878], [17.70095, 13.19370, 19.56039], [12.62114, 13.49414, 21.22177], [11.19411, 14.33562, 9.74947], [17.62049, 13.66701, 20.97585], [13.74875, 12.84175, 21.74638], [16.01296, 18.31404, 23.77147], [13.84727, 18.81451, 13.06904], [11.13822, 18.64613, 12.85034], [10.17175, 11.22585, 18.40709], [14.98077, 20.55480, 18.60587], [12.16928, 14.59823, 21.91779], [7.84164, 13.38437, 15.76044], [7.89534, 10.43558, 13.27430], [8.78234, 14.37154, 15.99894], [11.10246, 18.19535, 21.33831], [8.80520, 18.56858, 18.56378], [16.12474, 17.30996, 22.60217], [13.08846, 18.77873, 14.19050], [16.37304, 18.30893, 15.62472], [13.16185, 15.64026, 16.36113], [8.88110, 12.00310, 11.76434], [11.50983, 10.48860, 18.40347], [15.17187, 15.81331, 12.46529], [17.45683, 16.08461, 16.13992], [6.82401, 13.54635, 14.85265], [15.02558, 20.93507, 20.06257], [16.83377, 17.32496, 16.72700], [10.40321, 18.84333, 20.17855], [9.09824, 10.39231, 13.96980], [8.94067, 15.75925, 10.49112], [11.68933, 9.66472, 17.13657], [18.72008, 13.36863, 23.12914], [17.22427, 21.81350, 20.06433], [14.30106, 13.17785, 22.95854], [11.95687, 18.47566, 11.68599], [15.93923, 10.79410, 17.21317], [8.98176, 15.11059, 9.22988], [9.99714, 11.94823, 12.49380], [11.13866, 14.86991, 10.99131], [15.39659, 8.69768, 18.24956], [15.73316, 12.17217, 12.04236], [10.01755, 15.58873, 11.37940], [18.95148, 13.64004, 18.79193], [13.46908, 14.67027, 15.24965], [12.51138, 14.73643, 14.10752], [10.14550, 14.49907, 8.86053], [19.03922, 15.45788, 14.49489], [14.84180, 17.96729, 24.64068], [7.83549, 11.22352, 12.14641], [10.13644, 11.22317, 13.66946], [15.33253, 13.61749, 11.67905], [13.32912, 18.59051, 11.77876], [9.08691, 12.82250, 19.74817], [16.73061, 11.27821, 16.02222], [13.80166, 14.24378, 23.63854], [11.51215, 16.06690, 18.11636], [14.41681, 21.71227, 17.78825], [18.07678, 10.58381, 15.88693], [12.78422, 14.99937, 23.07426], [6.80642, 14.71871, 14.13165], [8.73162, 15.61215, 15.26913], [10.20036, 18.13446, 22.55562], [15.51471, 11.31894, 10.81424], [6.83153, 11.35790, 11.72720], [10.19863, 13.99449, 7.93785], [17.68583, 12.93510, 15.40356], [13.83190, 17.81920, 24.18049], [15.19053, 22.60415, 17.79057], [18.36196, 15.13675, 13.65970], [16.65300, 15.67876, 15.49624], [17.99185, 12.90835, 23.79425], [13.87655, 15.50190, 17.12150], [16.10171, 10.96920, 15.17401], [16.47820, 10.84085, 18.14707], [11.27624, 15.15902, 21.47392], [8.22517, 12.16128, 20.03328], [6.94523, 10.09082, 13.68110], [9.65538, 14.17673, 16.67300], [17.55115, 21.28883, 19.12353], [15.68753, 13.34259, 19.33457], [9.39855, 17.45163, 22.32852], [10.68740, 17.65589, 23.37592], [16.34521, 11.53189, 10.15764], [15.13586, 12.68519, 23.43193], [18.50168, 10.94692, 14.94014], [11.50119, 18.22525, 10.70654], [17.94455, 17.32816, 18.33289], [13.74483, 13.34760, 16.76355], [12.37605, 15.75721, 13.71166], [14.26176, 15.77269, 11.86764], [14.92442, 16.44785, 13.29403], [11.57110, 17.14830, 18.04209], [16.29812, 8.79984, 18.95005], [14.31811, 13.71231, 11.22790], [14.05358, 21.10525, 20.43867], [15.47785, 20.10849, 20.64039], [13.88841, 19.20336, 17.57089], [18.55429, 18.26064, 17.17329], [12.77398, 19.13619, 20.73754], [9.91968, 15.89351, 12.47998], [16.58886, 20.38893, 23.80600], [16.04378, 14.08395, 11.00774], [12.37075, 9.40629, 20.05779], [14.61412, 18.62554, 18.88556], [15.09018, 20.10155, 23.13097], [6.13246, 12.77033, 14.52601], [19.81358, 13.04197, 19.30466], [12.83648, 14.09057, 13.26314], [13.92526, 16.41431, 20.40246], [13.55780, 18.98275, 15.13070], [17.93170, 9.47387, 15.81025], [12.87506, 18.33359, 22.31868], [16.05000, 19.21865, 16.19888], [11.49098, 14.36257, 14.32031], [11.08665, 11.18810, 14.16072], [16.91247, 18.23416, 24.35644], [10.83666, 10.04713, 20.40003], [9.75455, 19.09825, 22.78891], [8.88636, 12.61553, 10.83918], [17.65375, 12.06565, 19.55943], [18.76622, 10.88607, 16.65817], [16.76863, 12.16856, 12.36529], [14.95598, 17.02527, 25.16048], [17.45501, 21.26516, 20.95231], [9.29364, 10.48244, 18.48639], [9.32194, 13.32889, 20.66486], [13.17545, 16.74802, 16.01239], [16.61067, 13.63284, 21.29786], [19.30097, 14.56159, 15.04215], [10.53203, 15.66776, 18.36522], [14.93667, 18.86889, 13.20744], [15.94830, 16.34129, 11.92697], [6.04590, 14.81221, 13.38076], [14.97840, 11.27352, 17.34469], [11.38762, 17.17652, 21.14985], [10.83272, 12.49875, 12.09168], [11.37303, 10.33214, 16.34389], [17.79470, 15.48835, 16.99177], [14.73387, 18.80744, 25.33364], [16.46918, 13.35735, 17.90373], [15.45123, 15.58138, 21.03813], [8.88190, 13.49968, 18.93188], [7.99451, 16.20641, 10.70815], [15.51544, 16.85967, 19.83620], [14.02507, 11.35455, 12.74435], [14.52255, 9.17593, 18.70876], [11.01698, 8.77710, 17.20741], [17.71014, 22.76735, 20.17406], [18.63723, 14.45022, 23.25505], [11.91430, 14.67624, 11.68213], [12.03611, 13.09350, 20.39382], [16.95287, 17.62247, 21.96049], [8.41062, 19.52826, 18.79304], [17.17597, 18.49745, 14.90371], [12.78924, 9.40282, 16.92199], [9.91903, 19.77228, 20.44118], [19.95935, 15.82967, 14.04696], [15.61934, 10.27446, 11.13286], [13.52217, 22.05404, 18.36111], [12.77094, 12.76851, 15.60830], [19.74223, 12.98325, 23.34411], [12.24201, 15.84426, 18.93044], [15.16730, 7.61582, 18.00357], [14.45656, 14.97342, 14.89706], [9.43052, 18.67287, 17.68155], [14.13303, 14.58192, 24.60409], [15.95375, 16.99287, 17.31933], [9.97222, 11.75093, 17.50725], [16.37628, 16.25520, 22.99445], [14.68375, 11.62210, 10.18164], [16.02412, 13.14259, 15.62494], [15.46869, 17.81598, 15.15864], [8.11044, 15.25132, 8.63555], [12.37135, 15.87510, 23.61812], [14.34536, 21.53877, 16.72686], [10.02302, 18.64819, 12.81340], [18.95711, 13.25020, 17.73571], [14.69800, 12.26153, 13.90336], [17.81609, 14.77686, 21.03216], [7.99614, 12.39672, 16.17595], [9.44253, 16.41980, 15.40172], [7.93820, 17.97001, 18.30179], [11.14253, 18.94443, 19.32621], [14.14960, 18.45361, 11.08314], [12.38128, 11.10630, 18.43746], [15.96106, 20.32655, 18.24314], [19.02027, 14.73634, 18.73129]], "forces_ev_per_a": [[-0.5, 0.1, 0.6], [0.2, -0.8, 0.5], [0.2, 1.2, -0.9], [-0.6, 0.5, 0.0], [0.9, 0.1, -0.4], [-0.7, -0.7, -0.4], [1.0, -0.2, -1.9], [-0.5, -1.0, 0.3], [-0.1, -1.0, 0.7], [-0.6, 1.4, -0.3], [0.0, -0.6, -1.2], [-0.5, 2.0, -1.8], [-0.2, -0.9, 0.2], [0.5, 0.2, 0.2], [-0.4, -0.9, 0.4], [0.1, 1.1, -1.0], [-0.7, 0.0, -0.2], [0.6, 0.4, 0.7], [-0.3, -0.1, 0.4], [1.2, 1.2, 0.3], [-0.4, -0.4, 0.5], [-0.3, 0.8, -2.0], [-1.8, 0.7, -0.8], [-0.6, -0.4, -0.8], [0.6, 1.8, 0.3], [2.1, 0.0, -2.1], [-0.7, -0.7, -1.7], [0.5, -0.8, 0.4], [0.0, -0.2, -0.7], [1.3, 2.3, 0.1], [-0.3, 0.1, -1.3], [-0.1, -0.1, -1.1], [1.2, -0.6, -1.0], [-0.7, -0.4, -1.0], [-0.1, -2.2, 1.0], [-1.5, 0.4, -0.4], [-1.7, 0.7, -1.4], [0.7, -1.0, 0.4], [-0.1, 0.4, 0.3], [1.0, 1.4, -0.4], [0.6, 1.3, 1.5], [-0.6, -2.0, 0.7], [0.9, 0.5, 0.6], [-0.6, 1.1, 1.5], [-1.3, -0.7, 1.2], [-2.3, 1.8, -0.6], [-0.5, 0.6, -2.4], [-0.5, -2.1, 1.3], [-1.6, -0.7, 0.4], [-0.1, 1.2, -0.7], [0.1, 0.3, -0.8], [2.5, 0.1, -0.3], [-0.5, 0.9, -0.3], [0.9, -2.0, -1.1], [-1.1, -1.2, 1.5], [0.7, -1.4, -0.5], [0.7, -0.7, 0.3], [0.8, -0.1, -1.1], [-0.5, 0.3, 0.0], [0.9, -0.6, 0.3], [-0.8, 0.0, -0.3], [0.1, -1.5, 0.9], [0.6, 1.9, 2.1], [2.4, 0.8, 0.7], [-0.4, 0.4, 0.5], [0.8, 0.1, 0.3], [-1.6, 1.1, 0.4], [-1.5, 0.5, 1.4], [1.1, -2.1, 0.2], [0.5, -0.3, 0.7], [-1.0, -0.6, -1.4], [0.3, -1.1, -0.3], [0.1, 0.3, -0.9], [-1.6, 0.2, 0.6], [-2.5, 0.1, 0.5], [0.3, -0.7, -0.7], [0.0, 0.6, 1.9], [0.7, 0.1, 1.9], [-0.2, -1.7, 1.4], [-0.8, -1.2, -0.5], [-1.2, 1.6, 0.1], [1.2, -0.9, -0.2], [1.7, 2.2, 1.3], [-0.6, -0.5, -0.9], [-0.8, 1.1, 1.2], [-1.3, -0.7, -0.7], [-0.1, -1.7, 0.5], [-0.5, -0.2, -0.8], [1.5, 0.0, -0.1], [0.5, -0.2, -0.3], [0.2, -0.5, -1.1], [-1.0, 0.1, 0.6], [1.0, 0.5, -0.3], [-1.5, -1.6, 0.4], [0.1, 0.5, 0.7], [0.5, -0.8, 0.3], [-0.2, -0.3, -0.1], [1.1, 0.0, 1.3], [0.3, -0.1, -0.1], [0.5, 0.8, 0.5], [1.3, -0.8, 0.9], [0.3, 0.6, -0.7], [0.6, -0.7, 0.0], [-1.0, 0.3, -0.6], [-0.5, 0.5, 0.9], [0.0, 0.1, -0.1], [-0.6, -0.2, -0.2], [0.6, 0.2, 0.9], [0.6, -0.2, -0.4], [0.2, -0.5, -0.5], [0.1, -0.3, 0.1], [0.1, 0.4, 0.8], [0.4, 0.2, 0.5], [0.1, -0.2, 1.4], [0.2, -0.2, 0.2], [-0.1, 0.6, -0.5], [0.0, 0.1, 0.8], [-0.5, 0.3, -0.4], [-1.2, -0.4, -0.6], [0.5, -0.4, 0.3], [-1.1, 0.5, 0.4], [-0.1, 0.2, 0.0], [-0.3, -0.3, -0.9], [0.6, 0.2, -0.3], [0.6, -0.4, 1.0], [0.2, -0.2, -1.9], [-1.0, -1.4, -0.6], [0.3, -0.1, -0.4], [0.5, 0.1, 0.2], [-0.2, -0.5, 0.1], [-0.3, -0.2, 0.0], [0.2, 0.0, 0.6], [-1.0, 1.8, -0.8], [0.2, 0.4, 0.6], [-0.7, -0.3, 0.3], [0.1, -0.2, 0.5], [0.3, 1.1, 0.3], [-0.2, 1.3, -1.7], [0.3, -0.5, -1.0], [0.4, 0.2, 0.4], [0.2, -0.1, 0.4], [0.5, -0.3, 0.3], [1.4, -0.4, -1.1], [0.3, 0.1, 0.3], [-0.3, -0.4, 0.8], [0.3, 0.8, 0.2], [0.2, -0.2, 0.6], [0.3, 0.0, -0.1], [0.5, -0.2, 0.5], [0.8, -1.0, 0.4], [1.2, 0.6, -0.1], [-0.1, 0.8, 0.3], [0.3, -1.6, 0.3], [-1.2, -0.9, 0.8], [0.0, -0.2, 0.6], [0.0, 0.5, 0.3], [-0.5, 0.1, -0.2], [0.8, -0.6, -0.3], [-0.2, 0.4, -0.3], [-0.3, 0.6, -0.1], [-0.1, -0.6, -0.9], [0.3, 0.2, 0.4], [-0.1, -0.2, -0.6], [-0.1, -0.7, -0.5], [-0.1, -0.4, 0.3], [0.4, 0.2, 0.2], [-0.9, 0.3, 0.1], [-0.1, 0.1, -0.3], [-0.1, 0.5, 0.7], [-0.5, 0.0, 1.5], [0.2, -0.1, 0.2], [0.0, -0.3, 0.3], [0.7, 0.5, -0.4], [0.4, 0.4, -0.3], [0.3, 0.2, 0.1], [0.7, -0.1, 0.5], [0.6, 0.1, -0.1], [0.3, -0.1, 0.1], [-0.1, 1.0, 0.6], [-0.3, 0.1, 0.2], [-1.7, 0.1, 0.5], [0.1, 0.5, 0.1], [0.0, 0.0, -0.1], [-0.6, 0.1, -0.5], [0.2, 0.0, -1.2], [-0.1, -0.1, 0.2], [-0.8, 0.5, 0.4], [-0.4, -0.3, -0.4], [0.4, 1.4, 0.3], [0.0, 0.0, -0.1], [0.6, -0.2, 0.1], [0.5, -0.3, 0.2], [0.3, 0.1, -0.3], [0.1, 1.1, -0.9], [-0.9, 1.2, -0.6], [-0.7, -0.5, 0.5], [0.9, -0.3, 0.3], [1.0, 0.8, 0.1], [-0.3, -0.3, -0.8], [0.5, -0.6, -0.4], [-0.8, -0.5, -0.3], [1.1, -0.2, -0.3], [-0.3, 0.4, 1.0], [0.4, 0.1, -0.3], [0.0, -0.5, -0.4], [-0.1, 0.1, 0.4], [0.0, -0.2, 0.1], [0.0, -0.3, -0.2], [-0.6, 0.5, 0.8], [-0.9, 0.0, -0.9], [0.2, 1.3, 0.2], [0.7, -0.4, -0.2], [0.4, -0.4, 0.4]], "mulliken_charge": [-0.270, -0.447, -0.324, -0.318, -0.248, -0.533, 0.497, -0.478, -0.380, -0.143, -0.459, -0.371, 1.055, 1.039, -0.463, 1.312, -0.268, 0.534, 1.305, -0.458, -0.459, 0.527, -0.746, 0.296, 0.246, 0.920, 1.274, 0.520, 0.459, 0.201, 0.145, -0.031, -0.685, -0.591, -0.065, 1.019, -0.355, -0.332, -0.422, 0.440, 2.225, -0.719, -0.597, -0.189, -0.346, -1.464, -0.422, 1.235, -0.384, 1.443, -0.559, -0.381, 1.331, -0.608, 0.018, -0.840, -0.282, -0.662, -0.598, -0.569, -0.418, 0.513, -0.815, 0.162, 0.733, -0.521, 0.593, 0.549, -1.394, 1.375, 0.021, -0.623, -0.589, -1.060, -0.494, -0.241, -0.622, -0.410, -0.844, 0.789, -0.648, -0.755, -1.741, -1.840, -0.282, -0.884, -0.632, -1.707, -1.656, 0.343, 0.434, 0.003, 0.005, 0.299, 0.081, -0.510, 0.224, 0.975, -0.387, -0.288, 0.288, 0.372, 0.441, 0.002, 0.179, -0.109, 0.368, 0.438, 0.472, 0.420, 0.457, 0.362, 0.251, -0.109, -0.042, 0.252, -0.609, 0.041, 0.286, -0.137, 0.453, 0.099, -0.154, 0.386, 0.090, -0.302, 0.240, 0.542, 0.274, -0.733, 0.230, 0.436, 0.415, 0.028, -0.477, 0.772, 0.379, -0.178, -0.045, 0.485, 0.482, 0.532, 0.217, 0.368, 0.159, -0.016, 0.309, 0.230, 0.320, 0.222, 0.347, 0.263, -0.710, -0.533, 0.238, 0.379, 0.382, 0.553, 0.431, -0.055, -1.329, 0.238, -0.457, -0.489, 0.394, -0.924, -0.461, 0.229, 0.467, -0.609, 0.288, 0.131, 0.446, 0.323, 0.244, -0.284, 0.171, 0.367, 0.415, 0.422, 0.074, 0.655, 0.344, 0.431, 0.349, -0.344, 0.288, -0.157, 0.231, -1.602, 0.178, 0.440, -1.241, -0.470, 0.056, 0.297, -0.976, -0.600, 0.440, 0.203, 0.461, 0.432, 0.168, -0.291, 0.107, 0.493, 0.804, 0.277, 0.103, 0.473, -0.428, 0.121, 0.103], "molar_mass_g_mol": 1282.762, "charge": 0, "energy_ev": -115871.1239, "e_homo_ev": -8.782}